A structure of composition C26H28Cl2N3O8STc. Source: the OMol25 dataset; level of theory: ωB97M-V with the def2-TZVPD basis set.

```
69
Properties=species:S:1:pos:R:3:forces:R:3
Tc -0.115 -2.262 0.373 1.35 -2.11 0.35
C -2.838 -5.278 0.444 -0.30 -0.86 -0.16
O -2.201 -4.101 1.025 1.02 0.69 -1.45
C -1.901 -3.153 0.050 -4.22 -0.75 -1.36
O -2.706 -2.931 -0.867 2.64 -0.23 2.18
H -3.479 -5.737 1.188 -0.08 0.32 0.27
H -2.075 -6.030 0.183 -0.16 0.62 0.04
H -3.433 -5.014 -0.432 0.15 0.07 0.27
C 1.059 7.032 1.130 0.69 0.15 -0.83
C 0.563 5.617 1.339 -0.21 -0.47 -0.19
S 0.497 5.223 3.084 2.64 -0.75 -0.58
O -0.712 5.711 3.630 -1.27 0.35 0.50
O 1.786 5.565 3.646 -0.72 -0.08 -0.05
C 0.503 3.412 3.123 0.72 -0.45 1.79
C -0.703 2.706 2.540 0.32 1.39 -1.64
N -0.617 1.253 2.555 -2.06 -2.26 0.12
C -0.029 0.511 1.589 -0.65 -0.68 1.34
N -0.566 -0.724 1.552 -0.70 2.31 -0.09
C -1.626 -0.783 2.447 1.74 -1.13 0.37
C -1.647 0.373 3.118 1.46 1.34 -1.66
N -2.536 0.689 4.152 -1.56 -0.46 2.70
O -2.653 1.872 4.490 -0.07 -1.71 -0.30
O -3.100 -0.306 4.681 1.09 2.55 -1.29
C 1.199 0.870 0.886 1.60 -0.23 -0.67
H 1.101 7.267 0.042 0.05 -0.29 0.74
H 2.063 7.143 1.564 -0.32 0.06 -0.19
H 0.399 7.757 1.566 -0.30 0.30 0.37
H 1.205 4.885 0.797 -0.47 0.37 0.55
H -0.485 5.514 1.057 0.01 -0.07 -0.45
H 0.591 3.194 4.229 -0.21 0.32 -0.97
H 1.490 3.101 2.725 -0.66 0.20 -0.08
H -0.789 3.010 1.456 -0.14 -0.33 1.01
H -1.622 2.975 3.048 0.16 0.18 0.00
H -1.966 -1.784 2.703 -0.79 0.56 -0.07
H 1.407 1.946 0.954 -0.03 -0.43 -0.12
H 1.187 0.547 -0.186 -0.09 0.33 0.92
H 2.058 0.305 1.393 -1.03 0.84 -0.65
C -1.396 1.777 -5.231 -0.41 -0.60 0.36
C -2.318 0.725 -4.996 0.59 0.80 -0.16
C -2.136 -0.064 -3.867 0.06 0.22 -0.76
C -1.001 0.055 -3.066 0.62 0.29 -0.65
C 0.011 0.965 -3.443 -0.35 -0.27 1.12
C -0.234 1.847 -4.457 0.01 0.42 -0.59
C -0.905 -0.777 -1.902 0.37 -0.55 0.93
C 0.183 -1.433 -1.362 -1.32 0.00 -0.59
C 1.420 -1.812 -2.020 2.04 0.18 1.05
C 1.589 -1.820 -3.405 -0.28 0.34 0.35
C 2.840 -1.964 -3.974 1.07 -0.47 -0.44
C 3.934 -2.317 -3.172 -0.39 0.00 1.44
C 3.773 -2.423 -1.745 0.35 0.14 -1.08
C 2.550 -2.100 -1.171 -0.44 -0.07 -0.79
H -1.574 2.574 -5.946 -0.05 -0.42 -0.23
H -3.159 0.514 -5.669 0.34 0.41 0.40
H -2.849 -0.840 -3.680 -0.32 -0.29 0.34
H 0.921 1.090 -2.842 -0.36 -0.30 -0.24
H 0.524 2.599 -4.644 -0.20 0.12 -0.19
H -1.846 -0.971 -1.388 0.01 0.26 -0.12
H 0.721 -1.637 -4.014 -0.04 0.07 -0.24
H 3.002 -1.826 -5.066 -0.32 -0.28 0.95
H 4.919 -2.520 -3.600 -0.41 0.15 0.07
H 4.637 -2.722 -1.122 -0.65 0.26 -0.44
H 2.449 -2.124 -0.062 0.14 0.10 -0.79
Cl 0.062 -3.592 3.331 0.08 0.35 0.23
C 0.679 -5.123 2.678 0.76 0.05 -0.25
Cl 2.425 -5.364 3.130 -1.12 0.17 -0.32
C 0.515 -5.094 1.115 -0.68 -1.56 1.56
O 0.070 -6.110 0.649 0.52 0.67 -0.56
O 0.816 -3.970 0.525 0.25 -0.15 -0.64
H 0.070 -5.917 3.137 0.49 0.29 -0.46
```
Forces are in eV/Å.

Its HOMO-LUMO gap (alpha / beta) is 6.761 / 6.107 eV. Its multiplicity is 4. The value obtained for the energy above the lowest of the compared OMol25 structures with the same formula, charge and spin is 0.0 kcal per mole. Its expectation value of S² is 3.84. Its total charge is +1. Its lowest unoccupied orbital energy (alpha / beta) is -4.33 / -5.25 eV. As for the electronic energy: -86332.118 eV.

=====

A structure of composition C26H28Cl3N5O7V. Source: the OMol25 dataset; level of theory: ωB97M-V with the def2-TZVPD basis set.

```
70
Properties=species:S:1:pos:R:3:forces:R:3
V -0.075 -0.054 -0.828 -1.39 0.16 0.41
Cl 4.849 -2.665 -4.718 0.00 0.00 0.00
C 3.966 -1.590 -3.660 -0.03 -0.01 -0.01
C 2.584 -1.732 -3.586 0.05 -0.03 0.04
C 1.860 -0.895 -2.746 -0.02 -0.02 -0.05
N 0.495 -0.909 -2.517 0.10 -0.17 -0.27
C -0.412 -1.582 -3.278 0.14 0.00 -0.03
O -0.174 -2.276 -4.291 -0.05 0.02 0.00
C -1.743 -1.318 -2.753 0.01 -0.06 0.02
C -2.894 -1.773 -3.388 0.03 -0.01 -0.01
C -4.146 -1.448 -2.917 -0.01 0.03 0.05
C -4.198 -0.644 -1.752 -0.06 -0.02 -0.04
C -3.049 -0.222 -1.151 0.08 -0.08 0.09
N -1.786 -0.521 -1.608 -0.04 0.01 -0.45
C 2.536 0.112 -2.010 -0.06 0.09 -0.22
C 3.908 0.244 -2.100 0.03 -0.03 0.01
C 4.623 -0.622 -2.923 0.03 0.02 0.02
Cl 6.358 -0.438 -3.009 -0.01 0.00 0.00
N 1.648 0.928 -1.294 0.56 -0.02 -0.07
C 1.858 2.239 -1.178 -0.12 0.06 0.01
O 2.876 2.903 -1.367 0.04 0.00 0.01
C 0.562 2.974 -0.873 0.06 0.04 -0.12
C 0.599 4.309 -0.495 -0.05 0.00 -0.03
C -0.597 4.971 -0.282 0.00 0.01 0.00
C -1.785 4.278 -0.469 0.01 0.01 -0.05
C -1.726 2.946 -0.846 -0.06 -0.03 -0.18
N -0.580 2.300 -1.053 0.36 -0.13 0.59
H 2.064 -2.477 -4.167 0.00 0.01 -0.01
H -2.744 -2.386 -4.268 0.01 0.01 0.00
H -5.048 -1.795 -3.403 0.00 0.00 0.00
H -5.148 -0.362 -1.310 0.01 0.00 0.01
H -3.085 0.357 -0.237 0.00 -0.01 0.02
H 4.419 1.012 -1.540 0.00 0.01 -0.01
H 1.566 4.777 -0.378 0.00 0.00 0.00
H -0.606 6.010 0.027 0.00 0.00 0.00
H -2.746 4.752 -0.321 0.00 0.01 0.00
H -2.629 2.372 -1.012 0.00 -0.02 0.05
O 3.051 -0.321 3.854 0.04 0.01 0.02
Cl 1.966 0.566 3.537 -0.13 -0.02 -0.09
O 0.716 -0.007 4.025 0.00 0.01 -0.01
O 2.166 1.847 4.185 -0.01 0.03 0.01
O 1.866 0.754 2.109 0.06 0.05 0.15
C -2.201 1.018 4.375 -0.03 0.02 0.02
N -2.126 0.506 3.017 0.24 -0.03 0.02
C -2.296 -0.936 2.855 -0.04 0.01 -0.02
C -1.308 1.096 2.105 -0.07 -0.03 0.09
C -0.804 2.482 2.388 0.05 -0.02 -0.01
O -1.041 0.496 1.067 0.17 0.01 -0.15
H -3.067 0.574 4.865 0.00 0.01 -0.01
H -2.339 2.098 4.369 -0.01 0.00 -0.01
H -1.296 0.780 4.940 0.00 -0.01 -0.02
H -2.908 -1.304 3.678 -0.02 0.00 -0.01
H -1.325 -1.437 2.863 0.00 0.00 0.03
H -2.787 -1.160 1.910 0.02 0.01 -0.01
H -0.205 2.488 3.297 0.01 -0.01 0.05
H -1.638 3.180 2.497 0.02 0.00 0.01
H -0.168 2.792 1.566 -0.01 -0.01 0.03
C 2.405 -2.356 0.446 0.01 0.00 0.02
C 0.996 -2.486 1.016 -0.04 0.02 0.04
C 0.744 -3.933 1.455 0.02 0.01 0.02
C -0.077 -2.008 0.035 0.19 0.10 0.17
H 3.153 -2.761 1.135 0.00 0.00 -0.01
H 2.656 -1.309 0.273 0.00 0.00 0.00
H 2.486 -2.891 -0.507 0.00 0.01 -0.01
H 0.951 -1.860 1.916 0.01 0.03 -0.02
H 0.825 -4.606 0.594 -0.01 0.00 0.00
H -0.261 -4.046 1.870 0.00 0.00 0.00
H 1.467 -4.260 2.212 0.00 0.00 -0.01
H -1.045 -2.042 0.555 -0.04 -0.02 -0.07
H -0.153 -2.728 -0.797 0.00 0.00 0.00
```
Forces are in eV/Å.

Its HOMO-LUMO gap (alpha / beta) is 4.157 / 4.102 eV. Its multiplicity is 2. The value obtained for the energy above the lowest of the compared OMol25 structures with the same formula, charge and spin is 0.0 kcal per mole. Its expectation value of S² is 0.78. Its total charge is -2. Its lowest unoccupied orbital energy (alpha / beta) is 4.20 / 4.20 eV. As for the electronic energy: -112451.222 eV.

=====

An isolated molecule of C26H28ClN3O2. Source: the OMol25 dataset; level of theory: ωB97M-V with the def2-TZVPD basis set.

```
60
Properties=species:S:1:pos:R:3:forces:R:3
C -2.964 -1.350 -3.670 0.34 -0.15 0.11
C -1.563 -0.871 -3.582 -0.17 1.15 -0.20
C -0.993 0.375 -3.569 -0.77 -0.87 -0.20
N 0.362 0.223 -3.475 0.82 -0.51 -0.03
C 0.576 -1.059 -3.418 -0.41 1.13 -0.05
C 1.862 -1.705 -3.293 0.35 -0.52 0.03
C 3.013 -0.925 -3.173 -0.24 -0.13 -0.02
C 4.249 -1.524 -3.057 0.05 -0.11 0.00
C 4.338 -2.909 -3.059 -0.25 0.08 -0.02
C 3.204 -3.699 -3.173 0.17 -0.01 0.02
C 1.968 -3.095 -3.289 -0.05 0.26 -0.01
H 1.077 -3.698 -3.376 -0.06 -0.06 0.00
H 3.293 -4.774 -3.170 0.03 -0.07 0.00
Cl 5.887 -3.663 -2.920 0.20 -0.09 0.02
H 5.143 -0.928 -2.962 0.08 0.03 0.01
H 2.912 0.148 -3.171 0.02 0.12 0.01
O -0.561 -1.784 -3.488 0.23 -0.34 0.11
C -1.637 1.726 -3.633 -0.11 -0.06 0.01
N -1.839 2.436 -2.385 -0.02 0.08 -0.05
C -2.724 1.816 -1.426 -0.03 -0.13 0.09
C -2.054 0.778 -0.516 -0.11 0.22 0.03
H -1.712 -0.073 -1.105 0.01 -0.05 0.05
H -2.782 0.413 0.214 -0.04 -0.05 0.03
C -0.840 1.394 0.192 0.24 -0.22 -0.22
C -0.125 0.279 0.944 -0.20 0.30 -0.03
O 0.645 -0.472 0.371 0.17 -0.13 -0.30
N -0.413 0.121 2.260 0.11 -0.20 0.33
C -1.331 0.959 3.008 -0.35 0.40 0.02
H -2.282 1.038 2.471 0.08 0.07 0.04
C -1.591 0.393 4.407 0.12 0.06 -0.16
C -0.279 0.193 5.100 0.01 -0.03 0.01
C 0.005 0.639 6.379 -0.02 -0.02 -0.04
C 1.261 0.421 6.920 0.04 0.03 0.08
C 2.235 -0.228 6.180 0.09 -0.02 0.07
C 1.959 -0.665 4.895 -0.08 -0.01 -0.04
C 0.700 -0.459 4.355 -0.05 0.07 0.06
C 0.305 -0.921 2.986 0.19 -0.34 -0.13
H -0.338 -1.810 3.073 0.13 0.02 -0.05
H 1.173 -1.192 2.382 -0.17 -0.03 0.14
H 2.718 -1.166 4.313 0.09 -0.05 -0.07
H 3.215 -0.390 6.603 0.08 -0.01 0.04
H 1.482 0.763 7.921 0.03 0.03 0.08
H -0.755 1.150 6.952 -0.08 0.06 0.06
H -2.233 1.078 4.960 -0.02 -0.04 -0.03
H -2.110 -0.566 4.317 -0.08 0.01 0.00
H -0.909 1.968 3.119 -0.15 -0.07 0.00
C 0.100 1.996 -0.855 -0.12 0.08 0.02
C -0.659 2.982 -1.747 0.17 0.00 0.13
H -0.997 3.830 -1.136 0.10 0.05 -0.02
H 0.006 3.365 -2.522 0.00 0.08 0.01
H 0.526 1.196 -1.459 0.01 0.11 0.15
H 0.921 2.515 -0.357 0.07 0.02 0.00
H -1.172 2.187 0.867 -0.04 -0.03 0.03
H -3.127 2.621 -0.797 -0.10 -0.08 0.02
H -3.558 1.359 -1.963 -0.07 0.05 0.02
H -1.015 2.366 -4.265 -0.09 -0.06 -0.07
H -2.620 1.622 -4.106 0.09 0.04 -0.06
H -3.030 -2.179 -4.372 -0.11 -0.02 -0.06
H -3.312 -1.702 -2.698 -0.10 -0.03 0.04
H -3.611 -0.543 -4.002 -0.04 0.03 -0.02
```
Forces are in eV/Å.

Its HOMO-LUMO gap is 8.550 eV. Its multiplicity is 1. The value obtained for the energy above the lowest of the compared OMol25 structures with the same formula, charge and spin is 0.0 kcal per mole. Its lowest unoccupied orbital energy is 0.62 eV. Its SMILES is Cc1oc(-c2ccc(Cl)cc2)nc1CN1CCC(C(=O)N2CCc3ccccc3C2)CC1. As for the electronic energy: -48505.431 eV.